[1]
{
  "formula": "C6H9P3",
  "method": "the ωB97M-V functional and the def2-TZVPD basis",
  "homo_ev": [-8.0157, -8.0146],
  "homo_lumo_gap_ev": [7.25, 7.25],
  "charge": 0,
  "total_energy_ev": -34228.06425,
  "species": ["C", "C", "C", "C", "C", "C", "P", "P", "P", "H", "H", "H", "H", "H", "H", "H", "H", "H"],
  "positions_angstrom": [[0.418, -0.752, -0.224], [0.489, 0.663, -0.030], [1.770, -1.276, -0.623], [-1.426, 2.064, 0.275], [2.771, -0.347, -0.076], [-2.180, -0.562, 0.530], [2.037, 1.408, 0.025], [-0.838, -1.756, 0.088], [-2.314, 0.786, -0.644], [2.015, -2.315, -0.519], [1.638, -1.247, -1.867], [-0.909, 1.874, 1.159], [-1.220, 2.856, -0.383], [2.938, -0.764, 0.943], [3.715, -0.311, -0.566], [-3.163, -1.125, 0.361], [-2.077, -0.378, 1.594], [-3.663, 1.183, -0.043]],
  "lowdin_charge": [-0.758, -0.454, -0.357, -0.214, -0.464, -0.765, 0.940, 0.940, 0.730, 0.088, 0.173, -0.026, -0.011, 0.089, 0.046, 0.038, 0.035, -0.030]
}



[2]
{
  "formula": "C20H31Cl6F9N2O8",
  "method": "the ωB97M-V functional and the def2-TZVPD basis",
  "homo_ev": [-11.8249, -11.8247],
  "s_squared": 0.779,
  "multiplicity": 2,
  "homo_lumo_gap_ev": [8.90, 4.03],
  "charge": 1,
  "total_energy_ev": -140186.49598,
  "species": ["C", "O", "N", "C", "C", "H", "H", "H", "H", "H", "H", "H", "C", "O", "N", "C", "C", "H", "H", "H", "H", "H", "H", "H", "C", "C", "O", "C", "O", "C", "F", "F", "F", "H", "H", "H", "H", "H", "C", "C", "O", "C", "O", "C", "F", "F", "F", "H", "H", "H", "H", "H", "C", "C", "O", "C", "O", "C", "F", "F", "F", "H", "H", "H", "H", "H", "C", "Cl", "Cl", "Cl", "H", "C", "Cl", "Cl", "Cl", "H"],
  "positions_angstrom": [[1.734, -3.116, 33.889], [0.524, -3.089, 33.824], [2.463, -3.018, 32.774], [3.900, -2.729, 32.917], [1.931, -2.844, 31.459], [2.277, -3.176, 34.845], [4.500, -3.335, 32.238], [4.275, -2.851, 33.933], [4.132, -1.708, 32.613], [1.008, -3.422, 31.399], [1.633, -1.839, 31.160], [2.535, -3.281, 30.664], [-3.762, 0.348, 31.961], [-3.021, 1.181, 32.496], [-3.328, -0.874, 31.580], [-4.340, -1.894, 31.350], [-1.958, -1.302, 31.913], [-4.821, 0.457, 31.681], [-3.992, -2.535, 30.541], [-5.342, -1.493, 31.193], [-4.418, -2.573, 32.199], [-1.279, -0.498, 32.199], [-2.026, -2.035, 32.717], [-1.564, -1.782, 31.018], [-10.954, 0.781, 34.188], [-9.581, 0.259, 33.624], [-9.416, 0.468, 32.214], [-8.221, 0.370, 31.704], [-7.202, 0.175, 32.313], [-8.196, 0.430, 30.171], [-8.253, 1.732, 29.744], [-7.056, -0.131, 29.771], [-9.254, -0.193, 29.658], [-11.179, 1.778, 33.807], [-10.793, 0.759, 35.266], [-11.785, 0.115, 33.957], [-9.538, -0.807, 33.848], [-8.814, 0.795, 34.183], [0.094, -4.877, 23.679], [-0.760, -5.001, 24.925], [-0.311, -4.062, 25.891], [-1.102, -3.785, 26.938], [-2.206, -4.318, 27.159], [-0.540, -2.713, 27.869], [-1.376, -1.752, 28.176], [-0.244, -3.251, 29.049], [0.553, -2.117, 27.313], [-0.260, -5.636, 22.982], [1.153, -5.056, 23.862], [0.090, -3.889, 23.219], [-0.591, -6.019, 25.275], [-1.826, -5.011, 24.697], [-2.585, 0.237, 35.816], [-1.460, -0.849, 35.681], [-2.010, -2.154, 35.822], [-2.139, -2.701, 37.050], [-1.670, -2.168, 38.041], [-2.761, -4.110, 37.027], [-3.782, -4.235, 37.855], [-3.176, -4.479, 35.812], [-1.802, -4.962, 37.472], [-2.262, 1.246, 35.560], [-2.954, 0.127, 36.836], [-3.429, -0.019, 35.175], [-0.655, -0.634, 36.384], [-0.951, -0.714, 34.727], [-2.284, -5.581, 33.221], [-4.022, -5.555, 33.106], [-1.416, -5.647, 31.634], [-1.870, -7.038, 34.042], [-1.897, -4.696, 33.726], [-5.066, -4.400, 28.254], [-5.860, -2.740, 28.497], [-6.241, -5.690, 27.868], [-4.130, -4.893, 29.674], [-4.438, -4.270, 27.373]],
  "lowdin_charge": [-0.328, -0.011, -0.176, -0.044, -0.065, 0.147, 0.088, 0.088, 0.089, 0.057, 0.094, 0.099, -0.188, 0.172, -0.001, -0.013, 0.054, 0.141, 0.027, 0.077, 0.115, 0.110, 0.114, 0.104, -0.040, -0.172, 0.064, -0.401, 0.129, -0.516, 0.149, 0.126, 0.189, 0.080, 0.079, 0.075, 0.131, 0.121, -0.060, -0.213, 0.050, -0.303, 0.087, -0.548, 0.183, 0.152, 0.154, 0.087, 0.082, 0.082, 0.132, 0.130, -0.039, -0.204, -0.003, -0.329, 0.160, -0.530, 0.193, 0.118, 0.158, 0.082, 0.078, 0.058, 0.125, 0.096, -1.561, 0.564, 0.494, 0.590, -0.005, -1.415, 0.517, 0.547, 0.538, -0.012]
}



[3]
{
  "formula": "C39H33Cl3F5N6O3S2Tm",
  "method": "the ωB97M-V functional and the def2-TZVPD basis",
  "homo_ev": [-7.8487, -7.8539],
  "s_squared": 2.002,
  "multiplicity": 3,
  "homo_lumo_gap_ev": [6.59, 6.60],
  "charge": 0,
  "total_energy_ev": -158416.42045,
  "species": ["Tm", "C", "C", "N", "N", "C", "S", "S", "C", "C", "C", "C", "C", "C", "C", "C", "C", "C", "C", "C", "C", "O", "H", "H", "H", "H", "H", "H", "H", "H", "H", "H", "H", "H", "H", "H", "C", "C", "C", "C", "C", "C", "N", "N", "C", "C", "C", "C", "C", "N", "H", "H", "H", "H", "H", "H", "H", "H", "H", "F", "C", "C", "F", "C", "F", "C", "O", "C", "F", "C", "F", "C", "C", "O", "C", "C", "H", "H", "H", "H", "H", "H", "H", "H", "H", "H", "Cl", "C", "Cl", "Cl", "C", "N"],
  "positions_angstrom": [[0.309, 0.561, -0.130], [1.094, -3.230, -0.619], [1.645, -1.933, -1.163], [0.733, -1.149, -1.670], [1.155, -0.063, -2.394], [0.206, 0.692, -2.901], [-1.433, 0.656, -2.449], [0.700, 1.771, -4.185], [2.476, 1.304, -4.444], [2.611, 0.212, -5.452], [2.903, 0.512, -6.776], [3.043, -0.493, -7.714], [2.869, -1.816, -7.343], [2.556, -2.125, -6.030], [2.432, -1.120, -5.090], [3.043, -1.554, -1.077], [4.092, -2.426, -1.367], [5.400, -1.992, -1.356], [5.680, -0.662, -1.054], [4.672, 0.206, -0.713], [3.324, -0.204, -0.691], [2.388, 0.596, -0.271], [0.591, -3.770, -1.426], [0.711, -2.534, 1.354], [1.898, -3.850, -0.216], [2.859, 1.007, -3.468], [2.955, 2.224, -4.776], [3.025, 1.545, -7.069], [3.285, -0.244, -8.736], [2.976, -2.601, -8.077], [2.410, -3.157, -5.739], [2.197, -1.357, -4.064], [3.862, -3.439, -1.665], [6.197, -2.678, -1.599], [6.703, -0.312, -1.071], [4.880, 1.235, -0.458], [-3.175, -4.701, -3.200], [-2.096, -3.865, -3.431], [-1.669, -2.984, -2.452], [-2.349, -2.936, -1.242], [-3.483, -3.710, -1.034], [-3.873, -4.614, -2.006], [-1.977, -1.944, -0.267], [-2.940, -1.123, -0.116], [-2.944, 0.026, 0.605], [-4.222, 0.600, 0.757], [-4.371, 1.765, 1.469], [-3.240, 2.343, 2.036], [-2.019, 1.732, 1.828], [-1.841, 0.608, 1.127], [-3.483, -5.402, -3.962], [-1.586, -3.877, -4.380], [-0.849, -2.305, -2.638], [-4.050, -3.608, -0.123], [-4.729, -5.251, -1.840], [-5.058, 0.098, 0.301], [-5.343, 2.210, 1.594], [-3.309, 3.247, 2.620], [-1.128, 2.158, 2.274], [1.141, 7.006, 2.307], [0.722, 5.918, 1.641], [1.290, 4.677, 1.907], [2.239, 4.539, 2.844], [0.839, 3.589, 1.194], [1.295, 2.311, 1.467], [-0.129, 3.638, 0.165], [-0.427, 2.572, -0.471], [-0.719, 4.914, -0.029], [-1.717, 5.047, -0.917], [-0.298, 6.018, 0.693], [-0.875, 7.211, 0.495], [3.294, 0.483, 2.940], [2.406, -0.711, 2.604], [1.039, -0.370, 2.300], [0.128, -0.673, 3.357], [0.158, 0.291, 4.539], [4.274, 0.113, 3.233], [2.878, 1.066, 3.758], [3.408, 1.118, 2.064], [2.418, -1.431, 3.433], [2.812, -1.202, 1.712], [0.326, -1.692, 3.719], [-0.860, -0.656, 2.889], [1.101, 0.234, 5.078], [-0.650, 0.020, 5.217], [0.009, 1.318, 4.212], [-1.015, -5.414, -0.149], [-0.539, -4.219, 1.075], [-1.959, -3.835, 2.080], [0.661, -5.014, 2.135], [0.098, -2.920, 0.527], [-0.827, -1.823, 0.313]],
  "lowdin_charge": [1.371, -0.086, -0.224, -0.102, -0.171, -1.171, 0.639, 0.951, -0.373, -0.295, -0.051, -0.087, -0.098, -0.083, -0.037, -0.122, -0.037, -0.097, -0.080, -0.007, -0.357, -0.223, 0.092, 0.103, 0.115, 0.072, 0.077, 0.110, 0.100, 0.097, 0.099, 0.091, 0.114, 0.097, 0.104, 0.117, -0.073, -0.054, -0.034, -0.241, -0.071, -0.081, -0.134, 0.139, -0.314, 0.017, -0.038, -0.025, -0.131, 0.022, 0.107, 0.111, 0.085, 0.104, 0.108, 0.117, 0.113, 0.113, 0.105, 0.103, -0.146, -0.143, 0.113, -0.111, 0.010, -0.311, -0.218, -0.120, 0.110, -0.139, 0.116, -0.047, -0.228, -0.258, -0.267, -0.047, 0.086, 0.072, 0.062, 0.127, 0.111, 0.118, 0.090, 0.073, 0.084, 0.071, 0.692, -1.459, 0.649, 0.613, -0.430, 0.028]
}